# 1
76
Properties=species:S:1:pos:R:3:forces:R:3 method="wB97M-V/def2-TZVPD" fmax_ha_per_bohr=0.072 charge=-1 energy_ha=-3883.68596 homo_lumo_gap_ev=7.852 e_homo_ha=-0.1828
Br -0.750884 1.591614 0.268502 -0.2 0.1 -0.1
C 2.983323 2.802668 2.715035 1.5 -0.7 0.6
C 3.097724 1.293367 2.380880 -0.3 -1.4 0.5
C 4.184491 0.485037 3.191785 -0.4 2.3 0.5
O 4.136373 -0.885520 3.036217 1.8 -0.7 0.1
C 5.218364 -1.549326 3.767743 -1.9 -1.2 -1.3
N 1.829317 0.610237 2.680211 0.7 1.0 0.0
H 3.008445 2.900625 3.800329 0.0 -0.1 0.3
H 2.069582 3.321133 2.424554 0.1 -0.4 -0.7
H 3.895488 3.299296 2.384286 -0.1 0.5 -0.3
H 3.502169 1.114829 1.384561 -0.9 0.2 -0.6
H 4.120344 0.686629 4.261051 -0.3 0.4 0.5
H 5.112041 0.948640 2.855884 0.7 -0.3 0.0
H 6.261885 -1.297939 3.578056 -0.1 1.0 -0.1
H 5.136704 -2.554313 3.353707 0.0 -0.2 0.2
H 4.979946 -1.652665 4.826317 0.1 0.5 0.2
H 1.073656 0.986508 2.125687 -0.1 0.1 -0.8
H 1.647062 1.063676 3.564105 -0.5 -0.5 0.8
C -0.937927 -3.331233 2.826961 -1.7 -0.3 -0.3
C -0.705716 -1.874042 2.743806 3.0 0.8 0.2
C -0.124930 -1.368785 4.106558 -0.2 0.7 -2.0
O 1.296543 -1.637254 4.330347 -3.4 0.8 1.0
C 1.471066 -1.987033 5.697064 2.0 -2.0 -1.1
N 0.254171 -1.497301 1.686698 -1.0 -0.7 -0.5
H -1.688922 -3.303804 3.616487 0.0 -1.2 0.4
H -0.110212 -4.017629 3.005393 0.1 0.4 0.1
H -1.500381 -3.608823 1.935500 0.2 -0.5 -0.2
H -1.648067 -1.347172 2.593908 -0.3 -0.1 0.2
H -0.821362 -1.720305 4.867823 0.5 -0.3 0.5
H -0.340428 -0.308840 3.971711 0.7 0.5 0.7
H 2.533317 -1.788726 5.839885 0.0 0.4 0.7
H 1.450034 -3.076784 5.687079 -0.2 -0.5 0.4
H 0.846908 -1.727679 6.552209 -0.3 1.1 -0.6
H -0.070745 -0.640050 1.262842 0.3 1.0 0.4
H 0.055345 -2.065857 0.875950 0.1 -0.9 -0.1
C -4.675736 1.461964 -1.548560 0.0 0.2 -2.1
C -4.750313 2.573971 -0.562359 -1.3 -0.7 0.0
C -6.244361 3.045418 -0.447353 0.4 1.1 -0.8
O -6.950029 3.158031 -1.710968 0.6 1.1 -0.7
C -6.558234 4.306331 -2.539525 0.4 -1.2 0.8
N -4.285242 1.990885 0.657381 0.2 0.5 2.0
H -3.640269 1.166305 -1.717357 0.0 -0.3 0.2
H -5.071606 1.756681 -2.520434 0.1 0.2 -0.2
H -5.331093 0.633759 -1.278932 0.3 -0.1 0.5
H -4.117882 3.442605 -0.745655 -0.1 0.0 -0.9
H -6.201659 4.048034 -0.021866 -0.2 0.2 0.4
H -6.892752 2.442054 0.187980 0.4 -0.4 -0.1
H -6.963979 4.194883 -3.545031 -0.4 -0.1 0.3
H -5.479397 4.354881 -2.687315 0.2 -0.2 0.2
H -6.839135 5.260804 -2.094347 -0.4 0.0 0.1
H -3.688190 2.682437 1.087956 0.0 0.0 0.6
H -3.606995 1.257849 0.506609 0.0 -0.2 -0.4
C 4.435076 -0.835935 -3.747790 -1.1 0.1 -0.9
O 2.953212 -0.907986 -3.642930 3.7 0.3 0.4
C 2.280528 0.178492 -4.286371 -0.6 -1.5 1.5
C 1.226468 0.653583 -3.285475 -1.1 -0.3 1.7
N 0.512752 -0.400061 -2.436418 1.5 0.5 -1.5
C -0.680831 -0.890091 -3.071349 0.9 0.4 -1.3
C -0.346183 -1.550239 -4.484537 -1.1 -1.0 2.5
O 0.579789 -2.663953 -4.256032 -0.8 0.8 -1.5
C 0.292311 -3.723808 -5.178033 0.2 -0.1 0.9
H 4.938132 -0.008814 -3.246874 -0.6 0.4 0.4
H 4.726662 -0.745457 -4.794164 -0.2 0.2 -0.4
H 4.999940 -1.718324 -3.447086 -1.0 -0.4 0.5
H 1.851387 -0.330885 -5.149206 -0.1 0.8 -0.5
H 2.892653 1.053670 -4.504221 0.3 -0.2 -0.4
H 0.547557 1.332089 -3.802007 -0.7 -0.1 -0.4
H 1.658790 1.338940 -2.556437 0.5 -0.2 0.1
H 0.124527 -0.004954 -1.591861 0.8 0.8 0.5
H -1.290877 0.010765 -3.137607 -0.9 0.0 -1.1
H -1.191818 -1.494538 -2.321918 0.0 -0.8 -0.5
H -0.049323 -0.828679 -5.245677 0.6 0.0 0.2
H -1.283225 -1.956519 -4.865287 -0.2 -0.2 0.0
H -0.289547 -4.481624 -4.653379 -0.7 0.1 -0.1
H 1.173617 -4.304281 -5.450894 0.5 0.6 -0.2
H -0.229451 -3.361463 -6.063802 0.1 -0.2 -0.1

***

# 2
21
Properties=species:S:1:pos:R:3:forces:R:3 method="wB97M-V/def2-TZVPD" fmax_ha_per_bohr=0.135 charge=+3 energy_ha=-1665.79327 homo_lumo_gap_ev="6.618 / 6.799" multiplicity=5 e_homo_ha="-0.7736 / -0.7739"
O -0.224106 -1.845214 -0.959144 2.4 2.9 3.4
C 0.294608 -1.152339 -0.196053 -3.7 -4.4 -3.9
Ho 1.241383 0.256720 1.460870 0.8 -1.8 0.4
O -3.317060 -0.345162 -2.117243 1.8 0.7 1.6
C -2.474240 -0.043141 -1.416250 -2.1 -0.7 -1.6
C 2.266781 -0.168580 -0.804152 2.2 -0.9 -5.7
O 2.469552 -0.455583 -1.905678 -0.8 1.4 5.0
C -0.001039 1.595226 -0.042779 -2.7 3.3 -3.5
O -0.551628 2.218951 -0.820393 1.9 -2.0 2.6
C 0.532121 1.226228 3.710546 -0.7 -0.5 1.0
C -0.428981 0.086961 3.398222 -0.5 -1.2 1.5
N -0.571839 -0.688000 2.309729 0.1 1.0 -0.9
C -1.636148 -1.581904 2.537726 0.9 -0.1 0.7
C -1.971033 -1.458549 3.848913 0.3 0.7 0.0
N -1.201132 -0.415616 4.371069 -0.5 0.0 -0.3
H -0.101278 1.947694 4.243032 0.5 0.2 0.0
H 1.312788 0.850106 4.388370 0.1 0.4 -0.1
H 0.970600 1.818528 2.904335 -0.1 0.8 0.2
H -2.006542 -2.312070 1.828034 0.2 0.3 -0.1
H -2.686993 -1.983889 4.460444 -0.1 0.0 0.0
H -1.273013 -0.067867 5.331902 -0.1 -0.1 -0.3

***

# 3
108
Properties=species:S:1:pos:R:3:forces:R:3 method="wB97M-V/def2-TZVPD" fmax_ha_per_bohr=0.019 charge=-1 energy_ha=-2878.49987 homo_lumo_gap_ev=6.254 e_homo_ha=-0.1583
C -3.325809 3.481583 -2.044920 0.0 0.2 0.2
C -1.812024 3.664731 -1.785756 0.0 0.3 0.0
C -0.869259 3.259446 -2.931754 0.2 -0.3 0.0
C -1.230062 1.953092 -3.654872 -0.2 0.1 -0.2
C -0.073524 1.354038 -4.482109 0.0 -0.1 0.0
C -0.056349 -0.191337 -4.474926 0.1 0.1 0.0
Al 0.377707 -1.031505 -2.664777 0.1 -0.1 -0.2
C 2.361828 -1.504130 -2.615290 -0.2 -0.1 -0.1
C 3.247592 -0.415445 -2.000191 0.3 0.0 -0.4
C 3.562197 -0.620869 -0.528636 0.8 0.3 -0.1
S 2.311556 -0.098111 0.631355 -0.3 -0.1 0.1
C 1.364694 -1.559835 0.873947 -0.2 0.3 0.7
S 1.940844 -3.077257 0.626583 0.0 -0.2 0.1
N 0.161904 -1.282604 1.489731 -0.3 -0.5 -0.7
C -0.615494 -2.458569 1.925141 0.0 0.3 0.1
C -2.006978 -2.044466 2.374540 -0.1 -0.1 0.0
O -2.781612 -1.472155 1.325923 0.2 -0.1 0.1
C -1.944463 -0.919917 0.298962 0.3 0.0 -0.2
C -0.732654 -0.243735 0.914584 0.0 0.4 0.6
H -3.767379 2.758925 -1.347337 0.1 0.0 -0.2
H -3.857015 4.430446 -1.907597 0.1 -0.3 -0.1
H -3.521462 3.137719 -3.064484 0.0 0.0 0.2
H -1.636091 4.728729 -1.565129 0.1 -0.2 0.0
H -1.505409 3.122065 -0.884680 -0.1 -0.1 -0.1
H 0.134583 3.120065 -2.502564 -0.2 0.1 -0.1
H -0.779463 4.078181 -3.662463 -0.1 -0.1 0.1
H -1.603488 1.209033 -2.938280 0.2 0.1 0.0
H -2.062200 2.157257 -4.348178 0.0 -0.1 0.2
H 0.888728 1.723786 -4.091044 -0.2 0.0 0.0
H -0.155385 1.748956 -5.511104 0.1 0.0 0.2
H -1.011714 -0.574175 -4.865828 0.1 0.1 0.0
H 0.733002 -0.530512 -5.167446 -0.2 0.0 0.0
H 0.158081 0.119656 -1.510717 0.0 0.0 -0.4
H -0.544132 -2.339609 -2.330798 0.0 0.0 0.0
H 2.661509 -1.669212 -3.663893 -0.1 0.1 0.1
H 2.539109 -2.463198 -2.102684 0.0 0.2 -0.1
H 4.245033 -0.383515 -2.480932 -0.2 0.0 0.0
H 2.810306 0.583977 -2.162639 0.1 -0.1 0.1
H 3.852766 -1.654082 -0.314762 -0.2 0.2 0.1
H 4.419625 0.010919 -0.248322 -0.1 -0.1 0.0
H -0.700076 -3.185462 1.108110 0.1 0.0 0.2
H -0.094517 -2.915680 2.772686 0.0 -0.2 -0.2
H -2.530837 -2.949405 2.710149 0.0 0.2 0.0
H -1.951358 -1.353105 3.232291 0.0 0.0 -0.2
H -2.539799 -0.202669 -0.269213 0.0 0.0 0.1
H -1.617673 -1.699490 -0.404608 -0.1 0.2 0.1
H -1.070878 0.425193 1.720393 0.1 -0.1 -0.1
H -0.204042 0.355884 0.172121 -0.1 -0.3 0.1
C 5.962052 -1.042482 3.307473 -0.2 -0.1 -0.1
C 6.405965 -1.795747 2.076885 -0.1 0.1 0.0
O 5.605306 -2.227062 1.283155 0.3 -0.1 0.0
C 7.896496 -1.976342 1.889977 0.0 -0.1 -0.1
H 4.875047 -0.978902 3.304933 0.0 0.0 0.0
H 6.306743 -1.551119 4.208368 0.1 0.0 0.0
H 6.388528 -0.038246 3.313429 0.1 0.0 0.1
H 8.317194 -2.517612 2.739515 0.0 0.0 0.0
H 8.387644 -1.002964 1.839359 0.0 0.0 0.1
H 8.084670 -2.529182 0.972186 0.0 0.0 0.0
C -4.614053 -1.218413 -5.409735 0.1 0.0 0.0
C -4.316476 -0.847800 -3.971432 0.0 0.1 0.0
O -3.232619 -1.035669 -3.483195 -0.1 0.0 0.1
C -5.449346 -0.220353 -3.185684 0.1 0.0 0.1
H -3.722978 -1.650387 -5.859403 0.0 0.0 0.0
H -5.434524 -1.938038 -5.452813 0.0 0.0 0.0
H -4.913778 -0.331190 -5.971410 0.0 0.0 0.0
H -6.302470 -0.901087 -3.142733 0.0 0.0 0.0
H -5.777966 0.701999 -3.669072 0.0 0.0 0.0
H -5.108417 0.001529 -2.177062 0.0 0.0 0.0
C -6.953034 -0.209220 4.749346 -0.1 0.0 0.0
C -6.729111 -0.901124 3.420342 0.0 0.0 0.0
O -7.662385 -1.291327 2.756736 0.0 0.0 0.0
C -5.295813 -1.067826 2.987380 -0.2 -0.1 -0.1
H -8.018847 -0.145288 4.956897 0.0 0.0 0.0
H -6.456974 -0.764231 5.547713 0.0 0.0 0.0
H -6.523491 0.793998 4.724847 0.0 0.0 0.0
H -4.754209 -1.652850 3.733858 0.1 0.1 0.0
H -4.807292 -0.095822 2.903819 0.0 0.0 0.0
H -5.237735 -1.570259 2.026318 0.0 0.0 0.0
C 6.259730 -1.248944 8.014248 0.1 0.0 -0.1
C 6.305901 -0.118131 7.013596 0.0 0.0 0.0
O 7.155537 -0.062661 6.155291 0.0 0.0 0.1
C 5.229156 0.933272 7.132985 0.1 0.0 -0.1
H 7.078046 -1.939762 7.825202 0.0 0.0 0.0
H 6.340197 -0.855027 9.029036 -0.1 0.0 0.0
H 5.308763 -1.778711 7.935478 0.0 0.0 0.0
H 5.272168 1.404989 8.116521 0.0 0.0 0.0
H 4.245005 0.474139 7.024121 0.0 0.0 0.0
H 5.364371 1.685937 6.360091 0.0 0.0 0.0
C -6.105598 7.425528 -0.003387 0.0 -0.1 -0.1
C -4.874181 7.391479 -0.879250 0.0 0.0 0.0
O -4.749792 6.584711 -1.768847 -0.1 0.2 0.0
C -3.801977 8.413664 -0.579489 0.0 -0.1 -0.1
H -6.795533 6.644504 -0.313486 0.0 0.0 0.0
H -5.826788 7.271778 1.040579 0.0 0.0 0.0
H -6.594177 8.398872 -0.079966 0.0 0.0 0.0
H -3.445447 8.293004 0.445049 0.0 0.0 0.0
H -4.207151 9.422747 -0.677048 0.0 0.0 0.0
H -2.972020 8.283924 -1.269963 0.0 0.0 0.0
C 3.945903 -6.766606 -2.924602 -0.1 0.0 -0.1
C 3.904962 -5.309857 -3.343465 0.0 0.0 0.1
O 3.218102 -4.944195 -4.265938 0.1 0.0 0.0
C 4.781124 -4.372905 -2.547742 -0.1 0.1 -0.2
H 3.285553 -7.348510 -3.563890 0.0 0.0 0.0
H 4.965213 -7.150808 -3.001748 0.0 0.0 0.0
H 3.627376 -6.864227 -1.885226 0.0 0.0 0.0
H 5.820904 -4.690972 -2.659632 0.0 0.0 0.1
H 4.511655 -4.405085 -1.490388 0.1 0.0 0.0
H 4.664955 -3.352761 -2.906706 0.0 0.0 0.0